ORCA calculation (the ωB97M-V functional and the def2-TZVPD basis) on a cluster of 2 separate species, C3H12NO3Si in total in a non-equilibrium geometry.

Element x y z (Å)
C 2.5323 -0.2738 -0.2799
C 0.0669 -1.3515 0.0047
C 1.0287 -0.1685 -0.4156
N 0.5130 0.9488 0.3334
O -2.7212 0.9401 1.3663
O -3.7085 -0.9638 0.0839
O -2.4511 0.7677 -1.4330
Si -2.6728 0.2357 0.0041
H 2.9238 -0.9660 -1.0111
H 2.7375 -0.6931 0.6494
H 3.0022 0.6930 -0.2718
H 0.0920 -2.0783 -0.8230
H 0.4046 -1.9164 1.0086
H 0.8465 0.0833 -1.4212
H 0.7785 0.8502 1.3299
H -1.0760 -1.5415 -0.1129
H 0.9682 1.8454 0.1007
H -3.0472 0.5775 2.2293
H -4.0926 -1.8877 -0.0729
H -3.2482 1.2187 -1.7910

Force components x, y, z for each atom (eV/Å):
-0.9 -1.2 -0.5
1.3 -3.0 0.3
-1.8 0.4 0.9
-0.3 1.9 1.7
0.3 1.3 2.6
-0.7 -2.2 -0.2
-0.1 1.5 -1.4
-0.8 -3.2 0.6
0.4 0.1 -0.4
0.6 -0.8 1.9
0.1 0.4 -0.5
1.2 -0.5 0.3
-0.9 1.4 -2.3
-0.6 0.0 -1.5
-0.4 -0.1 -0.6
0.6 2.1 0.8
-0.3 -0.6 -0.3
0.4 0.4 -1.3
1.3 2.4 0.1
0.7 -0.2 -0.2

Its energy is -691.26278 a.u. The value obtained for the energy above the lowest of the compared OMol25 structures with the same formula, charge and spin is 2.703 eV. As for the net charge: +1. The calculation puts the LUMO energy at -4.552 eV. The HOMO energy comes out at -13.221 eV. Its largest force on an atom is 3.34 eV/A. Its HOMO-LUMO gap is 8.67 eV.